ORCA calculation (ωB97M-V/def2-TZVPD) on C72H60FGeN2P3RhS2 as an isolated structure.

Structure (XYZ):
```
142
C72H60FGeN2P3RhS2, DFT ωB97M-V/def2-TZVPD
Rh 0.20 0.02 -1.17
F 3.43 1.14 -1.95
Ge 1.75 1.40 -2.36
C 1.65 0.68 -4.16
C 2.74 0.68 -5.02
C 2.66 0.02 -6.24
C 1.50 -0.67 -6.57
C 0.42 -0.70 -5.70
C 0.47 -0.01 -4.50
P -0.90 0.24 -3.30
C -2.27 -0.92 -3.58
C -2.75 -1.16 -4.87
C -3.86 -1.97 -5.07
C -4.53 -2.51 -3.99
C -4.11 -2.22 -2.70
C -2.99 -1.42 -2.50
C -1.61 1.80 -3.94
C -3.00 1.93 -4.06
C -3.56 3.06 -4.62
C -2.75 4.10 -5.06
C -1.37 3.99 -4.92
C -0.81 2.85 -4.38
C 1.48 3.19 -1.69
C 2.33 4.24 -2.04
C 2.22 5.46 -1.39
C 1.29 5.64 -0.38
C 0.44 4.60 -0.02
C 0.52 3.38 -0.69
P -0.65 2.05 -0.30
C -0.91 2.24 1.51
C -2.16 2.59 2.04
C -2.32 2.77 3.41
C -1.25 2.61 4.27
C 0.00 2.28 3.75
C 0.17 2.12 2.39
C -2.26 2.57 -0.94
C -2.49 3.86 -1.40
C -3.78 4.27 -1.71
C -4.85 3.40 -1.56
C -4.63 2.10 -1.12
C -3.34 1.69 -0.82
C 3.22 -0.98 -0.11
C 4.51 -0.53 0.14
C 5.59 -1.12 -0.50
C 5.38 -2.15 -1.40
C 4.09 -2.54 -1.72
C 3.01 -1.93 -1.10
P 1.32 -2.10 -1.71
C 1.29 -3.48 -2.86
C 0.74 -4.71 -2.53
C 0.81 -5.76 -3.44
C 1.42 -5.57 -4.67
C 1.98 -4.34 -5.00
C 1.91 -3.29 -4.10
C 0.37 -2.55 -0.24
C 0.96 -2.78 1.15
C 0.06 -3.72 1.91
C -1.26 -3.56 1.82
C -1.77 -2.52 0.87
C -0.95 -2.53 -0.39
H 3.65 1.20 -4.74
H 3.50 0.03 -6.92
H 1.45 -1.21 -7.50
H -0.45 -1.28 -5.97
H -2.30 -0.67 -5.73
H -4.21 -2.15 -6.08
H -5.40 -3.13 -4.14
H -4.66 -2.60 -1.85
H -2.69 -1.16 -1.50
H -3.66 1.14 -3.72
H -4.63 3.13 -4.72
H -3.18 4.98 -5.51
H -0.73 4.79 -5.27
H 0.27 2.79 -4.35
H 3.09 4.10 -2.80
H 2.88 6.28 -1.67
H 1.22 6.59 0.13
H -0.28 4.75 0.77
H -3.01 2.72 1.40
H -3.29 3.06 3.79
H -1.38 2.77 5.33
H 0.85 2.18 4.41
H 1.17 1.90 2.01
H -1.67 4.55 -1.53
H -3.95 5.28 -2.06
H -5.85 3.73 -1.79
H -5.46 1.42 -1.01
H -3.18 0.69 -0.43
H 4.69 0.32 0.78
H 6.59 -0.76 -0.30
H 6.22 -2.63 -1.89
H 3.92 -3.29 -2.48
H 0.26 -4.87 -1.57
H 0.38 -6.72 -3.18
H 1.47 -6.39 -5.37
H 2.46 -4.21 -5.96
H 2.35 -2.34 -4.35
H 1.97 -3.19 1.05
H 0.49 -4.50 2.52
H -1.96 -4.18 2.36
H -2.84 -2.61 0.69
H -1.43 -2.51 -1.35
S 1.81 -0.14 0.66
C 1.22 -1.40 1.95
N 2.21 -1.56 2.98
C 1.70 -2.20 4.17
C 0.65 -1.34 4.81
N -0.38 -0.97 3.81
C -1.64 -0.46 4.47
C -2.14 -1.34 5.58
C -1.93 -1.00 6.91
C -2.42 -1.81 7.92
C -3.12 -2.97 7.61
C -3.35 -3.31 6.28
C -2.86 -2.49 5.27
C -0.17 -0.99 2.54
S -1.59 -0.75 1.49
C 3.40 -0.73 3.24
C 3.34 0.58 4.00
C 3.52 1.78 3.33
C 3.60 2.99 4.01
C 3.49 3.01 5.40
C 3.32 1.81 6.09
C 3.26 0.61 5.40
H 2.53 -2.33 4.87
H 1.31 -3.19 3.97
H 1.07 -0.40 5.20
H 0.12 -1.85 5.62
H -2.39 -0.35 3.70
H -1.37 0.53 4.83
H -1.39 -0.10 7.16
H -2.26 -1.54 8.96
H -3.50 -3.60 8.40
H -3.91 -4.20 6.04
H -3.06 -2.74 4.23
H 3.88 -0.53 2.31
H 4.08 -1.40 3.77
H 3.63 1.78 2.25
H 3.76 3.91 3.47
H 3.56 3.94 5.94
H 3.27 1.82 7.17
H 3.21 -0.32 5.96
```

Values from the calculation:
Highest occupied orbital energy, eV: -15.11
Energy above the lowest of the compared OMol25 structures with the same formula, charge and spin, kcal per mole: 40.1
Gap between HOMO and LUMO, eV: 7.15
LUMO, Ha: -0.2926
Charge: +3
E, hartree: -6996.23161